21
Properties=species:S:1:pos:R:3 method="wB97M-V/def2-TZVPD" total_energy_ha=-362.49502 homo_ev=-8.21 smiles="N/C=C/N.C=CNC" e_above_lowest_kj_mol=229.1 fmax_ev_per_a=1.72 total_charge=0 homo_lumo_gap_ev=9.19
H 1.1408 -0.5463 -1.3301
H 0.9572 1.9869 -1.2391
N -0.1732 -1.5515 1.0729
H -0.1623 -3.1232 2.4422
H 1.5979 0.1023 -2.8196
C 1.7315 0.0239 0.8952
H 1.1347 0.9325 0.6192
N -1.5714 2.8050 -1.3162
H -1.7913 -2.6466 1.8994
H -1.8767 0.7685 -1.8225
H 1.7535 -1.9383 1.6979
C -0.8065 -2.2620 2.2076
C 0.2655 1.2738 -1.7288
C -1.0750 1.5036 -1.6345
N 0.8156 0.0148 -2.1498
H -0.7527 -0.8025 0.6985
H -0.9333 -1.6402 3.1098
H 2.8006 0.0739 0.9028
H -2.3807 2.7373 -0.7027
H -1.8303 3.4440 -2.0608
C 1.1561 -1.1557 1.2586